Here is a cluster of 12 separate species, C77H171N7O12 in total from the OMol25 dataset. Energies are from wB97M-V/def2-TZVPD.

Summary:
Energy = -117611.93886 eV
HOMO-LUMO gap = 8.50 eV
Energy relative to the best compared isomer or geometry (same formula, charge and spin) = 2.113 eV
Highest occupied orbital energy = -7.98 eV
SMILES = CC1(C)CCCC(C)(C)N1O.CC1(C)CCCC(C)(C)N1O.CC1(C)CCCC(C)(C)N1O.CC1(C)CCCC(C)(C)N1O.CC1(C)CCCC(C)(C)N1O.CC1(C)CCCC(C)(C)N1O.CC1(C)CCCC(C)(C)N1O.CC(C)O.CC(C)O.CC(C)O.CC(C)O.CCO

Positions of all 267 atoms, in Å:
C  -1.188376  6.610298  -2.758047
C  -0.231101  5.940420  -3.827469
C  -1.128172  5.796558  -5.091040
C  0.925218  6.788582  -4.211288
C  1.865585  7.015309  -3.000954
C  2.321906  5.638734  -2.483036
C  1.187415  4.628807  -2.243156
C  1.898903  3.277940  -2.125710
C  0.484308  4.884644  -0.819435
N  0.231171  4.633305  -3.342734
O  -0.833474  3.764200  -3.169395
H  -0.663763  7.139768  -1.990072
H  -1.786878  7.418935  -3.251067
H  -1.742492  5.795492  -2.336994
H  -1.200054  6.798427  -5.520809
H  -0.619700  5.264509  -5.959700
H  -2.052170  5.379934  -4.859870
H  1.495109  6.302404  -5.051470
H  0.616301  7.750365  -4.525520
H  2.772073  7.525997  -3.403658
H  1.398561  7.598108  -2.162542
H  2.853839  5.737033  -1.555138
H  2.904923  5.122245  -3.239947
H  2.316698  2.950676  -3.060470
H  1.088440  2.565009  -1.812229
H  2.657711  3.337514  -1.365152
H  -0.544492  4.465958  -0.679470
H  0.305938  5.917300  -0.644029
H  1.204269  4.642479  -0.056767
H  -0.572825  2.890658  -3.572673
C  -6.252439  -0.394349  4.353383
C  -6.518324  -0.951759  2.945559
C  -6.871462  -2.458599  3.122623
C  -7.728055  -0.175887  2.420509
C  -7.989139  -0.289198  0.931192
C  -6.746433  0.097538  0.266140
C  -5.511590  -0.780496  0.626654
C  -5.709639  -2.236838  0.008452
C  -4.243485  -0.159636  0.050311
N  -5.378772  -0.688449  2.141597
O  -4.221963  -1.315693  2.648224
H  -6.015508  0.696348  4.195376
H  -7.137390  -0.342297  5.007227
H  -5.454446  -0.833549  4.970936
H  -6.487934  -2.897070  4.000090
H  -7.962069  -2.548843  3.069352
H  -6.446102  -3.011958  2.270068
H  -8.585798  -0.329016  3.050430
H  -7.369707  0.851473  2.565913
H  -8.350712  -1.297599  0.571011
H  -8.818710  0.345264  0.693975
H  -6.601668  1.105321  0.606859
H  -6.863514  0.191381  -0.810549
H  -4.826373  -2.880140  0.104209
H  -5.823673  -1.996131  -1.077792
H  -6.639072  -2.726704  0.444077
H  -3.358071  -0.721400  0.294089
H  -4.083656  0.851972  0.518321
H  -4.325247  -0.043725  -1.042517
H  -4.293310  -2.280733  2.657101
C  5.425055  0.609047  5.522706
C  4.303526  1.353941  4.906555
C  3.123823  0.396154  4.612829
C  3.873035  2.494191  5.866723
C  2.751679  3.374697  5.339333
C  3.287217  3.976391  4.092903
C  3.825052  3.028189  3.058175
C  2.589013  2.463286  2.295886
C  4.561074  3.735674  1.939127
N  4.739230  1.973112  3.685798
O  5.157244  1.073902  2.747547
H  6.277659  1.298935  5.624511
H  5.090926  0.246811  6.525066
H  5.725677  -0.178492  4.843820
H  2.155430  0.928169  4.448769
H  3.376745  -0.335402  3.834218
H  2.904977  -0.149116  5.505063
H  3.549647  1.985082  6.840053
H  4.745290  3.141892  6.100684
H  1.772986  2.842756  5.279619
H  2.486363  4.242154  5.969503
H  4.114924  4.587107  4.429783
H  2.602053  4.684763  3.586447
H  1.713513  2.105191  2.851862
H  2.857050  1.583613  1.712863
H  2.302115  3.164470  1.532370
H  3.810051  4.323905  1.429160
H  4.948684  3.066197  1.160347
H  5.408078  4.335689  2.322057
H  4.547627  0.346512  2.504412
C  0.880205  -5.137477  -1.093849
C  1.096317  -4.312832  -2.358192
C  -0.115048  -3.474763  -2.641815
C  2.331886  -3.375641  -2.138115
C  2.914775  -2.865698  -3.461723
C  3.135663  -3.963673  -4.438595
C  1.921148  -4.831695  -4.706437
C  0.886434  -4.034384  -5.606872
C  2.336286  -6.002185  -5.542290
N  1.379036  -5.285603  -3.432589
O  0.120134  -5.974463  -3.722564
H  -0.088437  -5.695378  -1.149096
H  1.604171  -5.879947  -0.850305
H  0.791971  -4.434334  -0.236372
H  0.019871  -2.620427  -3.306028
H  -0.943997  -4.102591  -3.175980
H  -0.602250  -3.134527  -1.737805
H  1.905112  -2.626097  -1.507568
H  3.044221  -3.884824  -1.548968
H  2.322396  -2.018741  -3.895148
H  3.840922  -2.369763  -3.233776
H  3.834161  -4.649984  -4.035225
H  3.506049  -3.537585  -5.415372
H  1.301704  -3.675594  -6.558671
H  0.572500  -3.095492  -5.122497
H  0.003582  -4.649610  -5.734756
H  2.932145  -5.712596  -6.435252
H  1.492680  -6.511965  -6.009921
H  2.921260  -6.752601  -5.013669
H  0.423163  -6.862099  -3.496753
C  3.909146  -0.222942  -1.125177
C  5.513692  -0.080649  -1.221019
C  5.934810  1.414876  -0.887101
C  6.074329  -1.019280  -0.218245
C  7.484377  -1.382330  -0.563425
C  7.527585  -1.983809  -1.934597
C  7.028296  -1.028485  -3.019723
C  8.020513  0.133253  -3.190821
C  6.853248  -1.782063  -4.330044
N  5.709939  -0.602974  -2.539319
O  5.183806  0.300333  -3.518068
H  3.384825  0.602674  -1.608623
H  3.535684  -1.133148  -1.576560
H  3.660370  -0.206525  -0.058076
H  5.699703  2.145892  -1.702230
H  5.223324  1.694607  -0.137422
H  6.941786  1.513229  -0.635827
H  6.036928  -0.591142  0.714731
H  5.464239  -1.885871  -0.103947
H  8.064840  -0.486876  -0.613566
H  7.869917  -1.943820  0.294875
H  6.948915  -2.877171  -1.972881
H  8.600190  -2.211955  -2.165510
H  8.127072  0.708700  -2.282876
H  7.691604  0.892766  -3.906875
H  9.034993  -0.191703  -3.510676
H  6.458304  -1.119011  -5.082235
H  6.240722  -2.679442  -4.193298
H  7.785592  -2.063672  -4.754003
H  4.485590  -0.217140  -3.890597
C  -1.112495  -3.939884  2.950092
C  -1.901820  -4.906747  2.006955
C  -2.249620  -4.096575  0.662062
C  -1.057828  -6.137610  1.810468
C  -1.914796  -7.270283  1.202622
C  -3.070144  -7.620511  2.130372
C  -4.025001  -6.323339  2.375437
C  -4.767927  -5.862967  1.116166
C  -4.991499  -6.678403  3.499930
N  -3.059085  -5.320148  2.829751
O  -3.858832  -4.147017  3.223202
H  -1.587021  -2.978592  2.997157
H  -0.949932  -4.425579  3.956387
H  -0.090498  -3.782150  2.461501
H  -1.403347  -3.714386  0.116915
H  -2.799351  -4.668265  -0.063352
H  -2.943436  -3.261460  0.816527
H  -0.241381  -5.857882  1.103258
H  -0.664399  -6.502855  2.805544
H  -2.244879  -6.844702  0.227392
H  -1.380233  -8.177188  1.005733
H  -2.707341  -8.029629  3.148208
H  -3.747724  -8.376160  1.701093
H  -5.079452  -4.825677  1.168818
H  -5.670817  -6.376167  0.881133
H  -4.113537  -5.947398  0.235086
H  -5.839871  -6.012528  3.544329
H  -4.430241  -6.488996  4.483847
H  -5.292232  -7.717566  3.483492
H  -3.907856  -4.308285  4.128029
C  -4.473652  3.251935  5.338958
C  -3.152311  3.399943  4.688205
C  -2.189972  3.815031  5.856021
C  -2.790103  2.084080  3.952103
C  -1.543549  2.121398  3.190079
C  -1.781965  3.225049  2.145647
C  -2.081228  4.612873  2.737616
C  -0.779386  5.227720  3.171686
C  -2.631756  5.542039  1.593089
N  -3.175633  4.421720  3.629407
O  -3.596620  5.688645  4.288661
H  -5.180642  2.977462  4.496853
H  -4.539954  2.457864  6.069660
H  -4.729050  4.194196  5.859110
H  -2.292294  3.210217  6.742658
H  -1.142506  3.729690  5.483240
H  -2.286989  4.872075  6.140917
H  -2.664626  1.306112  4.699086
H  -3.667110  1.929684  3.317686
H  -0.697131  2.345921  3.805194
H  -1.415808  1.086834  2.694296
H  -2.538373  2.917604  1.493358
H  -0.941533  3.310995  1.523752
H  -1.023649  6.047935  3.860528
H  -0.298117  5.605601  2.305471
H  -0.066368  4.630774  3.722914
H  -1.968731  5.406276  0.727412
H  -2.673294  6.516230  2.051268
H  -3.636165  5.232524  1.305578
H  -2.842191  6.112560  4.729608
C  3.545933  -4.520455  4.156457
C  4.188199  -3.970079  2.885419
C  3.064014  -3.490452  2.003482
O  5.026135  -2.883453  3.178078
H  2.951690  -5.440735  3.888632
H  2.889488  -3.667735  4.415355
H  4.267205  -4.636808  4.901156
H  4.760384  -4.750552  2.318216
H  2.471833  -4.323192  1.625561
H  3.550097  -3.069750  1.026130
H  2.470309  -2.724856  2.501269
H  4.773722  -2.511275  4.049842
C  -3.454759  3.216331  -1.010583
C  -4.281098  2.835999  -2.202090
C  -4.946364  4.063642  -2.732187
O  -3.335608  2.313075  -3.171280
H  -2.745462  4.007398  -1.269377
H  -2.910987  2.323440  -0.624618
H  -4.094957  3.606891  -0.185255
H  -4.975319  2.027475  -1.967881
H  -5.810234  4.307106  -2.150664
H  -5.242512  3.971316  -3.771890
H  -4.198598  4.776109  -2.545340
H  -2.774440  3.117064  -3.279381
C  -0.482937  1.153032  -0.164532
C  0.549429  -0.029179  -0.483632
C  0.244383  -1.171355  0.520261
O  0.512236  -0.440858  -1.842998
H  -0.357555  1.876671  -0.891012
H  -0.416877  1.462012  0.847143
H  -1.408960  0.604511  -0.269765
H  1.559878  0.382055  -0.307034
H  0.140793  -0.930524  1.569446
H  1.023575  -1.960712  0.526521
H  -0.690460  -1.681561  0.272700
H  -0.407829  -0.703681  -1.956262
C  0.002007  2.043773  -6.276310
C  0.509230  0.907407  -5.441388
C  1.984384  0.647052  -5.681922
O  0.253200  1.362838  -4.026712
H  -1.117474  2.071991  -6.368737
H  0.441974  2.205166  -7.261336
H  0.275173  2.954017  -5.766274
H  -0.049941  -0.059871  -5.738656
H  2.535777  1.555780  -5.340897
H  2.109434  0.552824  -6.726189
H  2.446328  -0.116912  -5.039961
H  0.386073  0.694994  -3.398887
C  -2.711194  -1.181829  -4.571670
C  -3.073705  -1.355467  -3.133928
O  -2.238282  -0.627288  -2.219853
H  -1.747851  -1.579450  -4.728430
H  -2.658211  -0.160839  -4.854001
H  -3.248738  -1.804881  -5.335818
H  -2.888527  -2.391497  -2.950799
H  -4.134139  -1.107915  -2.864330
H  -2.265334  0.287843  -2.473933

Cartesian forces, eV/Å:
0.68 0.94 -1.69
-2.33 -0.30 0.10
3.00 0.29 -1.31
1.98 -0.43 0.97
0.73 -0.52 -0.39
-1.42 0.30 -0.70
-0.75 0.12 1.96
-2.28 -0.56 0.34
-0.18 -0.05 -1.17
1.71 0.59 -1.59
-0.68 -1.02 0.42
0.43 0.02 0.58
0.01 -1.02 0.34
-0.80 -0.04 0.25
-0.58 0.10 0.32
-0.51 0.01 1.33
-1.67 -0.72 0.15
-0.45 0.39 0.76
-0.65 0.95 -0.62
-0.63 0.05 0.66
0.40 -0.31 -0.97
0.55 -0.08 0.35
0.62 0.36 -0.11
0.19 -0.11 -0.43
1.25 0.27 -0.31
0.34 -0.07 0.39
1.21 -0.46 -0.20
0.02 1.23 -0.15
0.00 -0.73 0.54
0.17 0.74 0.21
0.13 2.10 0.47
-1.07 -1.47 2.08
-0.35 0.43 -2.21
1.08 0.63 -0.27
-1.43 -2.35 0.53
1.31 0.21 -0.84
-0.14 -0.59 0.91
-0.80 1.25 0.12
-0.40 1.24 0.27
0.61 0.41 -1.88
0.25 0.47 -0.15
0.17 -0.94 0.31
-0.07 -0.47 -0.44
-0.11 -0.12 -0.69
0.38 -0.40 1.19
0.19 -0.31 0.21
-0.30 -0.07 0.49
-0.35 -0.24 0.24
-0.58 0.23 0.01
0.43 0.63 0.70
-0.38 0.70 -0.33
0.82 0.73 0.13
0.15 -0.34 -0.31
-0.31 0.20 0.20
-0.18 -0.65 0.68
1.26 0.50 -0.99
0.25 -0.44 -0.05
-0.32 -0.84 -0.47
0.06 -0.06 0.48
-0.39 -0.37 -0.19
0.69 -0.02 0.89
-2.02 0.71 -0.17
-0.71 0.65 0.50
-0.53 -0.79 1.84
-1.09 -0.08 0.61
0.35 1.29 -0.96
-0.83 -1.98 -0.78
0.02 -1.48 0.05
1.06 0.29 0.16
-0.84 2.44 -0.56
1.37 -1.02 -1.31
-0.18 -0.33 0.16
0.52 -0.02 -0.79
0.19 -0.47 0.19
0.97 -0.45 -0.48
-0.33 0.25 0.05
0.07 -0.75 0.74
0.50 0.68 -1.13
-0.34 -0.51 -0.16
0.71 0.06 -0.42
0.43 -0.52 0.34
0.43 0.41 0.04
0.11 -0.41 0.22
0.18 0.59 0.22
0.35 -0.26 -0.15
-0.53 0.44 -0.04
0.22 0.77 -0.03
-0.08 -0.05 0.58
-0.45 -0.10 -0.25
-0.44 0.63 0.52
-2.03 0.67 0.60
1.22 -0.27 -0.20
-2.82 -0.79 -1.43
-1.68 -0.65 -1.39
-0.84 1.50 0.74
-0.22 0.38 -1.24
-1.10 1.69 -1.51
0.27 0.71 1.05
0.45 -1.05 -1.40
-0.36 -0.23 -0.21
1.17 -0.32 0.35
0.56 0.54 -0.04
1.04 -0.34 -0.17
0.07 -0.39 -0.37
0.40 0.02 0.31
1.50 0.88 0.98
0.14 0.28 0.32
0.07 0.98 0.25
1.16 -0.77 0.48
-0.09 -0.85 0.33
0.80 0.08 0.09
1.33 -0.56 0.34
-0.22 -0.64 0.91
0.11 -0.68 0.09
0.06 -0.41 -0.02
-0.11 0.00 -0.32
-0.14 0.25 0.68
-0.25 -0.07 0.35
0.07 0.05 0.29
-0.51 -0.13 -0.15
1.17 1.24 0.89
-3.10 1.28 -0.35
-2.44 -0.76 -2.27
0.58 -0.56 -1.21
-0.24 0.00 0.74
2.10 -0.13 -0.33
0.42 0.26 0.67
0.43 0.42 -0.51
-0.46 0.21 0.32
0.95 -0.43 -1.86
0.46 0.51 0.69
0.13 0.14 0.01
0.30 -0.23 0.12
-0.22 -0.02 -0.04
0.31 -0.90 0.21
0.18 0.19 0.99
1.52 0.19 0.83
-0.03 1.37 2.32
-0.52 -1.01 -0.34
0.55 0.75 0.28
0.32 -0.46 -0.61
-0.44 -0.92 -0.08
-0.84 -0.18 -0.04
0.18 -0.07 0.41
-0.21 -0.38 -0.20
-0.66 -0.04 0.22
-0.62 0.16 -0.20
-0.07 0.22 -0.11
1.12 -0.50 -0.01
-0.82 -0.34 -0.50
1.67 -1.05 -0.90
-0.52 2.10 0.56
-0.57 -0.59 0.88
0.42 -1.28 -0.24
-0.23 1.05 -0.12
-1.39 0.88 0.71
1.32 -1.46 -0.59
0.90 0.04 -0.67
1.47 0.94 1.77
-0.85 0.60 0.52
0.85 -0.22 -2.75
-0.29 0.41 0.35
-0.30 0.66 -1.03
-1.14 -0.14 0.70
0.64 0.06 0.32
0.05 -0.66 -0.27
0.43 0.04 0.61
-0.36 -0.40 0.80
-0.15 0.64 -0.99
-0.17 -0.71 0.47
0.71 -0.37 -0.23
-0.48 0.82 -1.52
0.39 0.04 0.02
0.20 0.27 0.35
-0.68 -0.93 0.11
-0.41 -0.08 0.29
-0.43 0.06 -0.21
-0.72 -0.57 -1.18
-0.18 -0.15 -0.16
-0.21 -0.06 2.53
-2.17 0.38 -1.18
2.22 0.09 0.80
1.57 0.03 -1.56
-0.99 0.23 2.18
-0.26 -0.46 -2.51
0.89 -0.12 1.16
-0.24 -0.90 -2.15
-0.41 0.73 1.89
0.40 -1.38 0.65
-1.65 1.38 2.52
0.10 -0.64 -1.16
0.16 0.64 1.15
0.42 -0.35 0.11
-0.29 -0.49 -0.53
-0.15 -0.30 0.20
-0.46 -0.08 0.50
-0.33 -0.41 0.00
-0.71 -0.31 0.26
0.19 -0.61 -0.07
0.70 -0.01 0.43
0.12 1.60 0.62
-1.57 -0.47 -0.81
1.42 0.45 -0.91
0.35 0.29 -0.30
0.57 0.53 -0.72
0.02 -0.66 0.04
-0.11 0.66 0.22
0.08 0.66 -0.53
0.03 0.01 0.14
0.11 -0.43 -0.20
-1.39 0.39 -2.04
-0.62 -0.97 -0.32
1.30 0.47 -2.85
0.56 0.72 0.86
0.59 0.95 0.73
-0.17 -0.74 0.49
1.03 -0.71 1.34
-0.13 0.67 0.63
-0.38 -0.03 0.31
-0.96 -0.29 1.70
-0.13 -0.01 -0.12
0.24 -0.34 -0.76
-0.31 -0.60 1.78
0.59 -1.03 -0.16
-0.67 -0.97 -0.34
-0.10 0.95 0.02
0.06 -0.17 -0.03
-0.25 0.78 -0.29
0.37 -0.26 -0.47
0.01 -0.04 -0.06
-0.59 0.27 0.44
0.13 0.08 -0.15
0.66 1.79 -0.46
0.16 -1.00 -0.38
0.80 -4.05 -0.40
0.08 1.58 2.08
0.65 -1.07 -0.80
0.09 0.18 0.71
-0.13 1.81 -1.15
0.40 0.48 0.69
-0.79 0.42 -0.09
-0.39 -0.41 -0.12
0.05 0.85 0.22
-0.21 0.34 -0.32
-0.08 0.18 -0.24
-0.60 -0.38 -0.52
-1.23 0.99 -0.26
-0.64 -1.25 0.89
0.40 1.67 2.22
-0.44 0.97 -3.71
1.00 -0.21 0.08
0.00 -0.74 -0.11
0.07 0.48 0.43
0.48 1.34 1.02
-0.33 -0.28 -0.50
0.56 -0.62 -1.07
-0.51 -0.35 -0.60
0.58 -1.99 1.67
-0.51 -0.58 -1.08
-0.99 0.17 0.67
0.26 -1.08 -0.47
1.65 -0.33 0.16
-0.30 1.07 -0.49
-0.40 0.79 1.01
-0.16 -0.76 0.76
0.71 -0.28 -0.56
-0.21 1.16 -0.28

Here are the Löwdin charges for atoms 1 to 8, given in e: number 1, C, carries -0.005; number 2, C, carries -0.496; number 3, C, carries -0.028; number 4, C, carries -0.155; number 5, C, carries -0.156; number 6, C, carries -0.134; number 7, C, carries -0.464; number 8, C, carries -0.029